# C5H7NO2

C5H7NO2 in the gas phase at a distorted geometry (ωB97M-V with the def2-TZVPD basis set, the Open Molecules 2025 dataset).

Each atom is followed by the atoms it is bonded to, with distances in Å.
Element x y z (Å)
1 C 0.9001 -0.4690 0.5866  C2 1.514, C3 1.391, H7 1.077, O14 1.364
2 C -0.6045 -0.4668 0.7574  C1 1.514, C3 1.874, C5 1.631, H8 1.008, O15 1.454
3 C 0.5901 0.7185 -0.0675  C1 1.391, C2 1.874, C4 1.429, H9 1.105, O15 1.320
4 C -0.0784 0.4230 -1.2959  C3 1.429, C5 1.694, H10 1.152, N13 1.374
5 C -1.0038 -0.8927 -0.7659  C2 1.631, C4 1.694, H12 1.184, N13 1.515
6 H 1.1014 0.5141 2.1716  O14 1.031
7 H 1.4825 -1.0458 -0.1117  C1 1.077
8 H -1.1003 -0.7972 1.5702  C2 1.008
9 H 1.3304 1.5388 -0.0680  C3 1.105
10 H 0.5112 0.2318 -2.2668  C4 1.152
11 H -1.7285 1.0243 -0.4751  N13 1.058
12 H -1.1609 -2.0259 -1.0692  C5 1.184
13 N -1.4520 0.4459 -1.3168  C4 1.374, C5 1.515, H11 1.058
14 O 1.6776 -0.1774 1.6688  C1 1.364, H6 1.031
15 O -0.4648 0.9785 0.6824  C2 1.454, C3 1.320

Kohn-Sham gap, Ha: 0.3643
Molar mass, g/mol: 113.12
Multiplicity: 1
ΔE to the lowest compared entry with this formula, charge and spin, eV: 6.289
LUMO energy, eV: 0.86